Record 1
17
Properties=species:S:1:pos:R:3:mulliken_charge:R:1 method="wB97M-V/def2-TZVPD" homo_energy_ha="-0.2925 / -0.3142" orbital_gap_ev="7.435 / 9.066" e_lumo_ev="-0.52 / 0.52"
C 2.6445 0.5289 0.0430 0.297
C -0.7885 -1.0743 -1.0247 -1.382
C -0.6237 1.1114 0.1351 -1.407
C 0.3779 -0.9581 1.1258 -1.276
C -0.7403 -0.3474 0.2852 1.066
N 2.3360 1.5225 -0.6161 -0.453
Cl 4.0096 -0.4754 0.3251 -0.128
H 0.2516 -1.3386 -1.3035 0.282
H -1.2040 -0.5779 -1.8957 0.341
H -1.2419 -2.0217 -0.9694 0.402
H -0.5710 1.5531 1.0786 0.435
H 0.3208 1.4293 -0.3919 0.226
H -1.5694 1.4914 -0.2924 0.421
H 0.5651 -0.6384 2.0787 0.450
H 1.1701 -1.7101 0.7727 0.325
H -1.7454 -0.6143 0.8283 0.199
H 2.8775 1.9431 -1.3202 0.199



Record 2
12
Properties=species:S:1:pos:R:3:mulliken_charge:R:1 method="wB97M-V/def2-TZVPD" homo_energy_ha=-0.3438 smiles="[H]/N=C(/C)NC=O" orbital_gap_ev=10.162 e_lumo_ev=0.81
H 2.5967 0.3945 0.5333 0.223
N 1.8483 -0.1813 0.9173 -0.671
C 0.7269 -0.0810 0.3378 0.604
C -0.2610 -1.3509 0.1954 -1.165
N 0.1605 1.0779 -0.0450 -0.144
C -1.1295 1.0548 -0.6285 -0.013
O -1.4556 1.9055 -1.4449 -0.513
H -0.8905 -1.3417 1.0892 0.336
H -0.8583 -1.5075 -0.7051 0.402
H 0.3950 -2.2244 0.2489 0.299
H 0.7554 1.8396 -0.3403 0.265
H -1.8879 0.4144 -0.1581 0.377



Record 3
11
Properties=species:S:1:pos:R:3:mulliken_charge:R:1 method="wB97M-V/def2-TZVPD" homo_energy_ha="-0.3086 / -0.3085" smiles="C/C=C/C=S" orbital_gap_ev="6.256 / 6.251" e_lumo_ev="-2.14 / -2.14"
C -1.1285 0.0216 1.5908 -0.886
C -0.7257 -0.3123 0.1579 -0.004
C 0.6660 0.0532 -0.4104 -0.122
C 1.3185 0.0948 -1.7621 -0.589
S 3.1362 0.4160 -2.8124 -0.234
H -0.4275 0.6184 2.2897 0.292
H -1.3357 -0.9377 2.1918 0.263
H -2.1053 0.6927 1.6219 0.260
H -1.3819 -0.7245 -0.5605 0.386
H 1.3078 0.4857 0.2227 0.367
H 0.6761 -0.4081 -2.5294 0.266



Record 4
16
Properties=species:S:1:pos:R:3:mulliken_charge:R:1 method="wB97M-V/def2-TZVPD" homo_energy_ha=-0.3429 smiles="C=CCC=C.O" orbital_gap_ev=10.293 e_lumo_ev=0.96
C 0.6325 -0.0391 1.5183 -0.776
C 0.1603 0.7441 0.5631 0.016
C 1.0332 1.2183 -0.5926 -0.407
C 0.5695 2.2924 -1.5260 -0.221
C -0.6745 2.7169 -1.6754 -0.764
H 0.1391 -0.5456 2.3326 0.312
H 1.5618 -0.5430 1.2345 0.222
H -0.5763 1.5480 0.6542 0.166
H 1.9864 1.5430 -0.1553 0.309
H 1.3395 0.3640 -1.2120 0.323
H 1.3545 2.5715 -2.2006 0.322
H -0.8592 3.5038 -2.3992 0.243
H -1.5503 2.2813 -1.2174 0.257
O -1.9741 -5.6279 1.6560 -0.633
H -1.0772 -5.7064 1.9916 0.319
H -2.0653 -6.3216 1.0283 0.314



Looking at max |F| for the records above, in order, we have 3.25; 2.99; 7.16; 2.96 eV/A.